1.
DFT (ωB97M-V with the def2-TZVPD basis set) results for a molecular structure, C16H21MoN3O3S.

Calculated values
M = 431.369 g mol⁻¹
LUMO level (spin up / spin down) = -13.62 / -16.33 eV
multiplicity = 3
<S²> = 2.033
E_HOMO (spin up / spin down) = -21.3 / -21.0 eV
net charge = +4
gap between HOMO and LUMO (spin up / spin down) = 7.721 / 4.651 eV

Last column: natural (NBO) charge in e.
Geometry (Å):
Mo -0.17446 0.07785 0.84675  1.54
S -1.52273 4.53589 1.13501  0.75
O -1.38704 -1.40780 1.07510  -0.55
O -0.10592 -0.27183 2.88601  -0.62
O 1.73398 -0.08581 1.25857  -0.58
N -0.29338 0.46501 -1.22628  -0.61
N -0.63822 1.84405 -2.92149  -0.50
N -0.83731 2.12914 0.79659  -0.52
C 0.54667 -1.03903 -4.97206  -0.06
C 2.22492 -0.34445 2.72775  -0.05
C -1.34641 -2.20641 2.38567  -0.09
C -0.98037 2.69361 -0.49983  0.00
C 2.97536 0.06727 0.27003  -0.20
C -0.03147 0.21987 -4.84921  -0.22
C -1.17914 2.97231 1.71201  -0.07
C -1.32774 3.99700 -0.46748  -0.32
C -0.03546 -0.16690 -2.36093  0.28
C 1.11824 0.21799 3.62858  -0.07
C 0.51503 -1.41633 -2.56506  -0.28
C -0.26643 0.65587 -3.52686  0.27
C -1.16413 -1.15217 3.52947  -0.07
C -0.66689 1.69878 -1.57948  0.59
C -2.10275 -2.11736 -0.11151  -0.22
C 0.80077 -1.83663 -3.86354  0.03
H -0.15756 0.82006 -5.78326  0.31
H -2.02983 -0.55680 3.76172  0.24
H -0.71562 -1.61012 4.41352  0.26
H -1.19080 2.86581 2.80378  0.29
H 2.28856 -1.40966 2.81547  0.23
H 1.22027 -2.79759 -4.03739  0.27
H -1.56753 -3.00384 -0.29628  0.23
H -0.93520 2.75252 -3.30570  0.48
H 3.17019 0.17839 2.73057  0.26
H 3.51826 -0.80280 0.42605  0.23
H 0.79340 -1.42180 -5.96327  0.30
H 2.54331 0.09540 -0.69989  0.20
H 1.11141 1.29048 3.57701  0.22
H -3.08475 -2.38322 0.35956  0.26
H 0.69202 -1.99943 -1.73480  0.23
H 3.55188 1.01617 0.50945  0.26
H -2.25952 -2.82568 2.40521  0.27
H 1.19387 -0.11067 4.62235  0.27
H -0.47170 -2.85692 2.37806  0.23
H -1.40021 4.67829 -1.33677  0.32
H -2.12561 -1.44850 -0.95318  0.21

2.
DFT (ωB97M-V with the def2-TZVPD basis set) results for a molecular structure, C30H33F5N10NdO2PS.

Calculated values
M = 867.933 g mol⁻¹
LUMO level (spin up / spin down) = -5.43 / -5.43 eV
multiplicity = 4
<S²> = 3.753
E_HOMO (spin up / spin down) = -12.9 / -12.9 eV
net charge = +2
gap between HOMO and LUMO (spin up / spin down) = 7.452 / 7.457 eV

Last column: Löwdin spin population.
Geometry (Å):
Nd 0.52994 0.56561 -0.22567  3.03
S -0.38122 -0.57929 2.13761  -0.01
P -0.01577 -2.61381 -0.61240  0.00
F 2.34040 -0.75065 -1.29863  0.00
F 4.86256 0.91575 -1.65250  0.00
F 4.79874 -1.09590 -0.83349  0.00
F 2.42903 1.43595 -1.10548  0.00
F 5.05135 0.61431 0.47996  0.00
O 3.76548 6.35119 3.52466  0.00
O 3.08295 7.83408 2.13168  0.00
N -1.87312 0.12320 -0.42693  -0.01
N 3.08334 6.71839 2.58957  0.00
N -0.27147 0.16990 -2.61744  0.00
N -2.65561 0.16573 0.69229  0.00
N 1.54676 2.05869 1.63188  0.00
N -0.63590 -4.91648 -2.04626  0.00
N 1.25657 -5.08863 -0.51897  0.00
N -1.01637 -5.03724 0.35850  0.00
N -0.09453 3.03699 -0.29518  0.00
N -2.78290 0.27041 2.91772  0.00
C -3.95584 -0.06088 -1.72132  0.00
C 2.40280 4.26181 2.15120  0.00
C 1.51421 -3.64238 -0.40849  0.00
C -0.33046 5.76630 -0.73792  0.00
C 2.35210 1.53424 2.53122  0.00
C -2.67821 -1.25228 4.88271  0.00
C -1.60693 0.11807 -2.78953  0.00
C 0.58088 5.28130 0.21506  0.00
C 0.03929 0.23987 -4.98366  0.00
C 1.56468 3.39509 1.43551  0.00
C 1.42422 6.16774 0.96217  0.00
C 0.42000 -5.58309 0.51491  0.00
C -1.10486 4.88503 -1.44098  0.00
C -2.43802 0.14318 4.33445  0.00
C -2.01586 0.01180 1.85546  0.00
C 2.93273 0.22336 -0.40485  0.00
C -1.52079 -5.40870 -1.04952  0.00
C -2.47261 0.05845 -1.56755  0.00
C -1.33116 0.20520 -5.16513  0.00
C 4.44563 0.17629 -0.62413  0.00
C 3.25627 2.30268 3.26280  0.00
C 0.65814 3.91097 0.42694  0.00
C -0.64797 -3.44698 -2.14007  0.00
C -2.16698 0.14664 -4.05468  0.00
C -1.05987 -3.54476 0.59323  0.00
C -0.93768 3.52180 -1.19388  0.00
C 0.71458 -5.44788 -1.83133  0.00
C 2.28056 5.68304 1.86642  0.00
C 0.52573 0.22825 -3.68794  0.00
C 3.28795 3.65789 3.07647  0.00
H -1.56711 -6.49647 -1.06467  0.00
H -2.48187 -1.27699 5.95552  0.00
H 2.23655 -3.35149 -1.17044  0.00
H -4.42628 -0.18814 -0.75405  0.00
H 0.67901 -6.53415 -1.91416  0.00
H -1.61153 -5.49537 1.04937  0.00
H 0.75644 -5.27754 1.50355  0.00
H 0.32474 -6.66685 0.46753  0.00
H 2.28747 0.46492 2.67885  0.00
H -0.40931 6.83428 -0.90517  0.00
H 1.37040 7.23523 0.79866  0.00
H -3.05411 0.87078 4.86174  0.00
H -1.81996 5.21619 -2.18050  0.00
H -2.52084 -4.98870 -1.13989  0.00
H -3.24064 0.12130 -4.17552  0.00
H 1.37495 -5.06218 -2.60474  0.00
H -0.72564 -3.34466 1.60948  0.00
H -3.71438 -1.55604 4.72394  0.00
H -1.40178 0.44676 4.46381  0.00
H -1.75383 0.22769 -6.16143  0.00
H 1.58993 0.27432 -3.48919  0.00
H -2.02170 -1.98229 4.40414  0.00
H 3.97540 4.26468 3.63627  0.00
H 1.97426 -3.42298 0.55651  0.00
H -2.09938 -3.22186 0.51492  0.00
H -0.03762 -3.14042 -2.99117  0.00
H -1.52463 2.79755 -1.74748  0.00
H -1.66462 -3.10268 -2.34386  0.00
H -3.70679 0.60302 2.68102  0.00
H 0.72738 0.28956 -5.81671  0.00
H 3.91894 1.82685 3.97216  0.00
H -4.20942 -0.90743 -2.36523  0.00
H -4.37681 0.83288 -2.19176  0.00

no.,strongest force on any atom (eV/Å)
1,3.86
2,1.64